# 1
The following is a quantum chemistry calculation of one molecule with the formula C22H22BrN3O3, from OMol25.

```
51
Properties=species:S:1:pos:R:3
C -0.2748 2.6528 4.2951
C 0.0927 1.7455 3.1813
N -0.6060 0.7142 2.8247
C 0.0409 0.1580 1.7497
C -0.2583 -0.9751 1.0066
C 0.5844 -1.2983 -0.0429
C 1.7229 -0.5316 -0.3260
C 2.0458 0.5868 0.4159
C 1.1835 0.9325 1.4432
N 1.2051 1.9446 2.3828
C 2.1371 2.9865 2.4430
C 2.4430 3.7040 1.2881
C 3.3651 4.7313 1.3301
C 3.9778 5.0444 2.5325
C 3.6845 4.3417 3.6895
C 2.7665 3.3103 3.6422
H 2.5492 2.7439 4.5339
H 4.1748 4.5935 4.6170
Br 5.2451 6.4647 2.5952
H 3.6021 5.2895 0.4376
H 1.9460 3.4609 0.3615
H 2.9386 1.1575 0.2074
H 2.3697 -0.8379 -1.1346
C 0.3137 -2.5472 -0.8178
O 0.2788 -3.6368 -0.2788
N 0.1931 -2.4043 -2.1674
C -0.1531 -1.1577 -2.8148
H 0.6372 -0.8837 -3.5249
C -1.4936 -1.2847 -3.5573
H -1.3604 -1.6284 -4.5824
H -2.0062 -0.3244 -3.5791
C -2.3767 -2.3021 -2.8320
C -1.7286 -3.7040 -2.9131
C -0.1997 -3.5733 -2.9269
H 0.1790 -3.4592 -3.9454
H 0.2617 -4.4473 -2.4654
H -2.0870 -4.2021 -3.8142
H -2.0374 -4.2827 -2.0423
O -3.6736 -2.3079 -3.3945
C -4.5798 -2.6399 -2.3635
H -4.8743 -3.6937 -2.4359
C -3.8020 -2.3585 -1.0590
H -4.2608 -1.5804 -0.4463
O -2.5514 -1.8793 -1.4959
H -3.6821 -3.2686 -0.4588
H -5.4626 -2.0079 -2.4776
H -0.2279 -0.3805 -2.0544
H -1.1184 -1.5824 1.2328
H 0.2122 2.3441 5.2199
H 0.0127 3.6789 4.0737
H -1.3488 2.5943 4.4474
```

Its charge is 0. For the largest force on an atom, the calculation gives 0.9 eV/A. The molar mass comes out at 456.3 g/mol. The calculation puts the HOMO energy at -8.49 eV. As for the structure (SMILES): Cc1nc2cc(C(=O)N3CCC4(CC3)OCCO4)ccc2n1-c1ccc(Br)cc1. The calculation puts the LUMO energy at 0.571 eV.


# 2
The following is a quantum chemistry calculation of C22H22F3NO2 as an isolated structure, from OMol25.

```
50
Properties=species:S:1:pos:R:3
O -1.8752 -3.6661 -1.6852
C -1.4831 -2.3126 -1.9194
C -1.6846 -1.4055 -0.6453
O -0.7473 -1.7358 0.1820
C -0.8488 -0.9323 1.1821
C -1.6182 -0.1450 1.5819
C -1.3890 0.5941 2.7042
C -0.5039 0.4098 3.6871
C 0.5876 -0.4502 3.2642
C 1.8288 -0.4314 3.9877
C 2.9563 -1.4358 3.7158
C 2.6947 -2.1863 2.4415
C 1.4488 -1.8636 1.5347
C 0.6021 -1.1372 2.1322
H 1.3818 -2.5309 0.7381
H 3.6875 -2.6725 1.9890
H 3.7805 -1.2502 4.0439
H 2.0088 0.1006 4.8362
H -0.3395 1.0501 4.7294
H -2.2035 1.1897 3.1927
H -2.6318 -0.0911 1.1037
H -1.3686 -0.5575 -1.1518
H -2.6007 -1.6888 -0.3467
C 0.2082 -2.5586 -2.4301
N 0.4791 -1.3660 -2.2230
H 1.6558 -1.2852 -2.3103
C 0.2622 -0.2715 -3.6735
C 0.9813 0.9521 -3.1773
C 0.5392 1.6554 -2.1981
C -0.5891 2.6167 -2.2211
C -1.1528 3.1266 -0.9612
C -0.6762 2.8925 0.1556
C 0.5315 2.0541 0.3258
C 0.9328 1.4583 -0.9673
H 1.7974 0.7325 -0.8384
H 1.0339 1.7881 1.4266
C -1.2448 3.6578 1.4124
F -0.8196 5.0653 1.1226
F -2.3305 3.3279 1.6607
F -0.2448 3.3331 2.5073
H -1.8403 4.0172 -1.1949
H -0.8290 2.6561 -3.2163
H 2.0744 0.8252 -3.3432
H 0.7491 1.6534 -4.3625
H -0.8078 -0.3912 -3.5449
H 0.5915 -0.6321 -4.4655
H 0.0838 -2.9097 -3.4292
H 0.5145 -2.9450 -1.7164
H -2.1499 -2.1431 -2.7199
H -1.4325 -4.1617 -0.9157
```

Its charge is 0. For the largest force on an atom, the calculation gives 17.8 eV/A. Its relative energy (zero: lowest compared OMol25 entry of this formula, charge and spin) is 2121.2 kJ/mol. The molar mass comes out at 389.4 g/mol. The calculation puts the HOMO energy at -7.85 eV. The calculation puts the LUMO energy at 0.270 eV.


# 3
The following is a quantum chemistry calculation of C22H22F4N4OReS2 as an isolated structure, from OMol25.

```
56
Properties=species:S:1:pos:R:3
Re 0.5687 -0.2827 0.0518
C 2.8214 1.5263 1.2362
N 2.0497 0.3275 1.6255
C 2.9930 -0.7603 1.9403
C 1.2138 0.6648 2.7932
C 0.0451 1.5324 2.3405
N -0.2806 1.2315 0.9311
C -1.0874 2.1763 0.2734
C -1.0633 2.3236 -1.1169
F -0.2390 1.5666 -1.8673
C -1.8308 3.2565 -1.7842
F -1.7138 3.3320 -3.1143
C -2.6871 4.1051 -1.1158
C -2.7444 3.9665 0.2525
F -3.5714 4.7348 0.9683
C -1.9837 3.0297 0.9315
F -2.1840 2.9369 2.2566
H 3.4637 1.8314 2.0680
H 3.4276 1.2895 0.3708
H 2.1441 2.3402 0.9847
H 3.6448 -0.4666 2.7696
H 2.4325 -1.6517 2.2103
H 3.5915 -0.9612 1.0546
H 0.8731 -0.2692 3.2326
H 1.8061 1.1903 3.5501
H -0.8043 1.3420 2.9965
H 0.2909 2.5939 2.4349
H -3.2839 4.8374 -1.6378
S -0.3466 -1.7474 1.6099
C -0.7121 -3.1952 0.6954
C -0.8801 -4.4236 1.3234
C -1.1967 -5.5510 0.5830
C -1.3309 -6.8175 1.2493
N -1.4226 -7.8221 1.7989
C -1.3634 -5.4442 -0.8079
C -1.2093 -4.2181 -1.4324
C -0.8765 -3.0854 -0.6908
S -0.6611 -1.5498 -1.4977
C -1.6865 -6.5978 -1.6050
N -1.9490 -7.5024 -2.2621
H -0.7568 -4.5068 2.3948
H -1.3412 -4.1439 -2.5033
C 4.1748 -0.5170 -2.1268
C 2.7916 0.1103 -2.2385
C 2.9114 1.6134 -2.4613
C 2.0024 -0.5356 -3.3653
O 2.1612 -0.1289 -0.9628
H 4.7364 -0.3735 -3.0510
H 4.0908 -1.5876 -1.9362
H 4.7390 -0.0624 -1.3101
H 3.4518 1.8051 -3.3894
H 3.4626 2.0876 -1.6482
H 1.9319 2.0773 -2.5354
H 2.5227 -0.3750 -4.3119
H 1.0054 -0.1043 -3.4477
H 1.8965 -1.6078 -3.2031
```

Its charge is 0. For the largest force on an atom, the calculation gives 1.0 eV/A. Its spin multiplicity is 2. Its relative energy (zero: lowest compared OMol25 entry of this formula, charge and spin) is 85.5 kJ/mol. The molar mass comes out at 684.8 g/mol. The calculation puts the HOMO energy (alpha / beta) at -7.93 / -7.80 eV. The calculation puts the LUMO energy (alpha / beta) at -0.882 / -1.182 eV.


# 4
The following is a quantum chemistry calculation of C22H22IN2O5Pt as an isolated structure, from OMol25.

```
53
Properties=species:S:1:pos:R:3
Pt 0.3422 0.6032 -1.3868
O 1.1629 0.3538 -3.2966
C 2.6076 0.3905 -3.2707
C 3.0526 1.2146 -2.1100
C 4.3436 1.7054 -2.0097
C 4.7315 2.3372 -0.8423
C 3.8161 2.4714 0.1923
C 2.5391 1.9873 0.0181
N 2.1665 1.3762 -1.1175
H 0.9055 -0.5295 -3.6090
H 2.9712 0.7997 -4.2131
H 2.9837 -0.6238 -3.1404
H 5.0309 1.5784 -2.8348
H 5.7383 2.7176 -0.7364
H 4.0821 2.9503 1.1230
H 1.7774 2.0747 0.7794
O -0.5405 1.3165 0.2962
C -1.6034 0.3379 0.7711
C -2.0617 -0.4880 -0.4512
O -2.9490 -1.2917 -0.3000
O -1.4457 -0.2627 -1.5834
C -2.7690 1.1644 1.2631
C -3.2837 2.1498 0.4173
C -4.3618 2.9223 0.8157
C -4.9537 2.6956 2.0500
C -4.4704 1.6920 2.8755
C -3.3805 0.9268 2.4860
C -0.8757 -0.5028 1.7954
C -0.3305 0.1486 2.9030
C 0.4119 -0.5528 3.8358
C 0.6199 -1.9176 3.6730
C 0.0789 -2.5689 2.5774
C -0.6656 -1.8653 1.6388
H -0.9801 2.1700 0.1520
H -2.8737 2.2879 -0.5807
H -4.7523 3.6841 0.1546
H -5.8017 3.2912 2.3602
H -4.9453 1.4992 3.8280
H -3.0137 0.1387 3.1288
H -0.4956 1.2113 3.0361
H 0.8217 -0.0387 4.6952
H 1.1965 -2.4690 4.4039
H 0.2289 -3.6327 2.4503
H -1.1054 -2.3937 0.8030
N -0.5540 -3.1266 -1.9412
C 0.7439 -2.9471 -2.1993
O 1.3503 -1.8955 -1.9767
C 1.4790 -4.0859 -2.8566
I 1.8081 -3.4501 -4.8732
H -1.1375 -2.3328 -1.6951
H -1.0217 -3.9769 -2.2057
H 0.9280 -5.0203 -2.8903
H 2.4536 -4.2239 -2.4025
```

Its charge is +1. For the largest force on an atom, the calculation gives 1.1 eV/A. Its relative energy (zero: lowest compared OMol25 entry of this formula, charge and spin) is 55.5 kJ/mol. The molar mass comes out at 716.4 g/mol. The calculation puts the HOMO energy at -11.83 eV. The calculation puts the LUMO energy at -2.914 eV.